w | The following is a quantum chemistry calculation of a cluster of 2 separate species, CH8N3O in total, from OMol25.

As for the net charge: +1. For the LUMO energy, the calculation gives -0.1525 hartree. The molar mass comes out at 78.1 g mol⁻¹. The value obtained for the HOMO energy is -15.398 eV.

Cartesian coordinates (Å):
N 0.51357 -0.88402 0.12928
C 0.02892 0.07857 0.95423
N -0.53780 0.05465 2.21128
N -0.01525 1.31055 0.35149
H 0.61821 -1.91228 0.27412
H 0.31976 -0.44430 -0.83073
H -1.00069 0.99431 2.44868
H -1.28944 -0.58130 2.29980
H 0.72976 1.97427 0.57157
H -0.91098 1.70471 0.52423
H 0.61477 -1.28737 -3.21547
H -0.09887 0.00513 -3.74555
O 0.14004 -0.53660 -2.86205


x | The following is a quantum chemistry calculation of a cluster of 2 separate species, CH8N3O in total, from OMol25.

As for the net charge: +1. For the LUMO energy, the calculation gives -0.1176 hartree. The molar mass comes out at 78.1 g mol⁻¹. The value obtained for the HOMO energy is -15.375 eV.

Cartesian coordinates (Å):
N -0.95115 0.04597 0.13912
C 0.09770 -0.72291 0.39096
N 0.08922 -1.70193 1.31496
N 1.03950 -0.74361 -0.56466
H -0.75548 0.90682 -0.38457
H -1.83469 -0.11187 0.59645
H 0.91729 -2.18123 1.63338
H -0.65247 -1.69626 2.00199
H 0.90670 -0.42428 -1.49699
H 1.89795 -1.21752 -0.35537
H -0.70145 2.57621 -1.83314
H 0.59251 3.01599 -1.02398
O -0.21897 2.50622 -0.99730


The structure with the greatest stability is x.


w | The following is a quantum chemistry calculation of a cluster of 2 separate species, CH8N3O in total, from OMol25.

As for the net charge: +1. For the LUMO energy, the calculation gives -0.1225 hartree. The molar mass comes out at 78.1 g mol⁻¹. The value obtained for the HOMO energy is -15.416 eV.

Cartesian coordinates (Å):
N -0.99186 -0.64544 0.65730
C 0.31083 -0.79732 0.20419
N 1.14161 -1.48822 1.00341
N 0.84501 0.03162 -0.66445
H -1.38806 0.18032 0.22235
H -1.54951 -1.46995 0.48831
H 2.14277 -1.42399 0.87031
H 0.85695 -2.34528 1.44144
H 0.20241 0.65143 -1.15780
H 1.76700 -0.07138 -1.06974
H -1.40199 2.40102 -1.36961
H -1.00431 2.89537 -0.04430
O -0.93085 2.08183 -0.58142


x | The following is a quantum chemistry calculation of a cluster of 2 separate species, CH8N3O in total, from OMol25.

As for the net charge: +1. For the LUMO energy, the calculation gives -0.1172 hartree. The molar mass comes out at 78.1 g mol⁻¹. The value obtained for the HOMO energy is -15.141 eV.

Cartesian coordinates (Å):
N 0.03415 -0.33415 -0.54729
C 0.27579 -0.69122 0.69635
N -0.64156 -1.34735 1.40851
N 1.39314 -0.27094 1.30101
H 0.69133 -0.00400 -1.23341
H -0.87890 -0.50499 -0.93758
H -0.44925 -1.54590 2.37539
H -1.60962 -1.38374 1.12973
H 2.06063 0.22905 0.73887
H 1.70081 -0.66837 2.17221
H -0.15049 2.47883 -2.54534
H -1.64049 2.24281 -2.28325
O -0.78554 1.79999 -2.27522


The structure with the greatest stability is x.


w | The following is a quantum chemistry calculation of a structure of composition C33H33BBiN10OS3SeSi, from OMol25.

As for the net charge: -1. For the LUMO energy, the calculation gives 0.0627 hartree. The molar mass comes out at 1008.7 g mol⁻¹. The value obtained for the HOMO energy is -4.149 eV.

Cartesian coordinates (Å):
Bi -0.00868 -2.32551 1.02668
C 2.63852 0.09219 4.29038
C 2.26702 -0.24141 2.98678
N 1.05792 -0.77401 2.97288
N 0.61992 -0.79541 4.22788
C 1.55012 -0.28001 5.04878
B -0.79158 -1.20551 4.63698
N -1.05368 -2.69271 4.35968
C -1.55128 -3.54331 5.27028
C -1.72478 -4.77231 4.67398
C -1.29928 -4.57461 3.36088
N -0.89528 -3.32501 3.19698
N -1.80098 -0.34831 3.86988
C -2.64878 0.54869 4.40368
C -3.31358 1.17509 3.37358
C -2.78838 0.57569 2.22628
N -1.88908 -0.33861 2.54088
H 3.55942 0.53739 4.61088
H 2.81862 -0.11111 2.08058
H 1.38052 -0.22121 6.10608
H -0.92648 -1.01771 5.80588
H -1.73508 -3.22111 6.27368
H -2.09948 -5.67221 5.11468
H -1.28738 -5.26551 2.54058
H -2.71528 0.68299 5.46528
H -4.06208 1.94009 3.43138
H -3.02928 0.79079 1.20358
S -1.44458 -4.67521 -2.83342
C -0.78488 -4.00731 -1.48292
S -1.35378 -4.39131 0.10768
S 0.47692 -2.84341 -1.54822
C -1.15598 8.05979 -8.93762
O -0.00958 7.57309 -8.28552
C -0.16678 6.62709 -7.31482
C 1.00852 6.10809 -6.76262
C 0.95362 5.15089 -5.77842
C -0.27828 4.68019 -5.30812
C -1.44518 5.19669 -5.86392
C -1.39388 6.16069 -6.85582
C -0.28358 3.66609 -4.28032
N 0.81012 3.18439 -3.73342
C 0.40362 2.22719 -2.86352
C -0.98878 2.12959 -2.86992
N -1.41078 3.05909 -3.78092
C -1.69428 1.17059 -2.10412
C -3.08288 0.97569 -2.13782
C -3.63438 -0.05211 -1.40942
C -2.78058 -0.85851 -0.64822
N -1.48808 -0.66641 -0.58082
C -0.91568 0.31729 -1.27322
C 0.52472 0.43819 -1.22472
N 1.21482 -0.39391 -0.43582
C 2.52362 -0.42241 -0.51582
C 3.26862 0.42149 -1.34202
C 2.59362 1.34999 -2.10092
C 1.19632 1.36059 -2.06022
H -0.78628 8.73129 -9.70942
H -1.80378 8.62309 -8.25632
H -1.72548 7.25339 -9.41352
H 1.95532 6.46929 -7.13012
H 1.85072 4.73649 -5.34722
H -2.41548 4.85469 -5.52972
H -2.31968 6.53729 -7.26312
H -2.36748 3.25839 -4.02432
H -3.70528 1.62229 -2.74522
H -4.69788 -0.23881 -1.41392
H -3.16678 -1.68441 -0.06582
H 3.01412 -1.17671 0.08428
H 4.34412 0.33459 -1.37252
H 3.09482 2.05269 -2.74962
C 1.58492 -6.31301 3.52538
Si 2.53182 -4.65211 3.48028
C 2.16122 -3.63381 5.05128
C 4.41652 -5.00731 3.46828
Se 2.26512 -3.49971 1.46748
H 2.03602 -6.99351 4.24088
H 1.60102 -6.78481 2.54868
H 0.54922 -6.16951 3.81118
H 2.42782 -4.20201 5.93578
H 1.11402 -3.37501 5.13108
H 2.73022 -2.71041 5.05608
H 4.72732 -5.64421 4.28988
H 4.96382 -4.07211 3.52728
H 4.68542 -5.47911 2.52928


x | The following is a quantum chemistry calculation of a structure of composition C33H33BBiN10OS3SeSi, from OMol25.

As for the net charge: -1. For the LUMO energy, the calculation gives 0.0626 hartree. The molar mass comes out at 1008.7 g mol⁻¹. The value obtained for the HOMO energy is -4.908 eV.

Cartesian coordinates (Å):
Bi -1.08488 1.99734 -2.05409
C -1.88191 -0.21905 -6.38126
C -1.08627 0.38151 -5.39674
N -1.74558 0.46421 -4.24759
N -2.96741 -0.06044 -4.46131
C -3.07137 -0.48339 -5.73285
B -4.07532 -0.09724 -3.37611
N -4.26279 1.36594 -2.89226
C -4.13831 2.47825 -3.64710
C -4.43279 3.56640 -2.85591
C -4.72821 2.99798 -1.60362
N -4.63262 1.67428 -1.63490
N -3.70477 -0.97945 -2.18706
C -4.40006 -2.01548 -1.68332
C -3.73258 -2.47727 -0.57006
C -2.61809 -1.62681 -0.47294
N -2.61195 -0.72749 -1.44508
H -1.63180 -0.41419 -7.40954
H -0.08302 0.77598 -5.46855
H -3.98884 -0.92838 -6.08018
H -5.06775 -0.55040 -3.90047
H -3.82789 2.42062 -4.67768
H -4.41320 4.60365 -3.14306
H -5.01140 3.49055 -0.68533
H -5.31147 -2.34189 -2.15595
H -4.00789 -3.29636 0.07220
H -1.82749 -1.63197 0.26201
S 1.59697 4.02331 -5.39757
C 0.60584 3.35304 -4.26994
S -1.03778 3.79948 -4.00210
S 1.21924 2.14949 -3.14400
C 7.56645 -7.06727 5.52612
O 6.73489 -6.07149 6.08938
C 5.95088 -5.35498 5.23841
C 5.91671 -5.53734 3.86032
C 5.07715 -4.75102 3.08467
C 4.26562 -3.78044 3.65739
C 4.31439 -3.60949 5.04168
C 5.14405 -4.38396 5.82633
C 3.39333 -2.97857 2.79186
N 3.33328 -3.08120 1.48678
C 2.39789 -2.15264 1.09335
C 1.88856 -1.48643 2.17685
N 2.53288 -2.02493 3.26702
C 0.87249 -0.48473 2.08501
C 0.27406 0.15987 3.17345
C -0.72405 1.07290 2.94369
C -1.09178 1.34127 1.62137
N -0.53489 0.75170 0.58548
C 0.42769 -0.15639 0.79015
C 0.97633 -0.84288 -0.38527
N 0.49228 -0.49173 -1.58678
C 0.90788 -1.14600 -2.65074
C 1.85145 -2.17930 -2.59459
C 2.38075 -2.52740 -1.37826
C 1.93667 -1.85543 -0.23426
H 8.10170 -7.51911 6.35651
H 8.28529 -6.63549 4.82498
H 6.97848 -7.83398 5.01497
H 6.53324 -6.28232 3.37937
H 5.04317 -4.88469 2.01197
H 3.70237 -2.86124 5.53101
H 5.18407 -4.25314 6.89930
H 2.40737 -1.76132 4.22656
H 0.58781 -0.06621 4.18642
H -1.21795 1.58729 3.75648
H -1.85942 2.07302 1.40135
H 0.47776 -0.83747 -3.59569
H 2.15466 -2.67786 -3.50506
H 3.12239 -3.30910 -1.27697
C -0.68628 6.85491 1.32242
Si -1.69779 5.51677 0.47628
C -2.81587 4.73174 1.77509
C -2.79369 6.35273 -0.78840
Se -0.20759 4.06855 -0.34037
H -1.33390 7.59564 1.80091
H -0.05937 7.36518 0.58857
H -0.02896 6.42665 2.08154
H -3.41184 5.48296 2.30188
H -2.21816 4.18984 2.51174
H -3.50471 4.02231 1.30854
H -3.35556 7.15208 -0.29323
H -3.50660 5.65678 -1.22801
H -2.20417 6.79115 -1.59523


The structure with the greatest stability is x.